Below is a structure of composition H5O3 at a distorted geometry, with properties calculated with the ωB97M-V functional and the def2-TZVPD basis.

Element x y z (Å)
O 0.52 0.87 -0.03
H 0.56 1.70 0.30
O 0.05 -0.35 2.05
H 0.67 -1.14 2.10
H 0.41 0.29 1.03
O -0.61 -0.50 -2.08
H -1.08 -1.16 -1.53
H -0.24 0.13 -1.33

Its energy above the lowest of the compared OMol25 structures with the same formula, charge and spin is 39.4 kJ/mol. Its total energy is -6224.22235 eV. As for the charge: -1. The value obtained for the largest force on an atom is 3.78 eV/A. The HOMO energy is -4.246 eV. The HOMO-LUMO gap comes out at 9.26 eV.

Below is a structure of composition C45H63CaN8S, with properties calculated with the ωB97M-V functional and the def2-TZVPD basis.

Element x y z (Å)
Ca 0.57 1.20 -0.33
C 1.36 3.34 2.72
C 0.66 2.66 3.90
C -0.65 1.96 3.65
C -1.69 2.12 4.57
C -2.87 1.42 4.39
C -2.98 0.57 3.30
C -1.91 0.47 2.44
N -0.77 1.15 2.59
N 2.06 2.47 1.76
C 2.84 3.31 0.85
C 2.00 4.28 0.05
C 2.36 5.62 -0.05
C 1.60 6.45 -0.85
C 0.50 5.93 -1.51
C 0.21 4.59 -1.35
N 0.95 3.77 -0.60
C 2.97 1.53 2.43
C 2.42 0.13 2.57
C 2.86 -0.70 3.60
C 2.47 -2.03 3.61
C 1.64 -2.49 2.60
C 1.23 -1.59 1.63
N 1.60 -0.31 1.62
H 2.08 4.04 3.15
H 0.62 3.92 2.17
H 0.48 3.44 4.64
H 1.34 1.94 4.37
H -1.57 2.79 5.41
H -3.69 1.54 5.09
H -3.89 0.00 3.12
H -1.97 -0.18 1.57
H 3.36 2.66 0.13
H 3.61 3.89 1.39
H 3.22 5.99 0.49
H 1.86 7.50 -0.95
H -0.13 6.55 -2.14
H -0.65 4.14 -1.83
H 3.29 1.91 3.41
H 3.88 1.44 1.83
H 3.51 -0.31 4.37
H 2.82 -2.69 4.39
H 1.33 -3.52 2.55
H 0.56 -1.91 0.83
C 4.44 -3.50 -3.64
C 4.11 -2.42 -2.65
C 4.91 -2.24 -1.52
C 4.61 -1.22 -0.62
C 5.48 -1.02 0.60
C 3.54 -0.38 -0.87
C 2.71 -0.51 -2.01
C 3.03 -1.58 -2.87
N 1.65 0.37 -2.19
C 1.19 0.66 -3.56
C 0.12 -0.34 -4.03
C 0.56 2.05 -3.50
C 2.32 0.76 -4.62
H 5.03 -4.29 -3.19
H 5.01 -3.09 -4.48
H 3.53 -3.95 -4.06
H 5.76 -2.89 -1.35
H 6.21 -1.82 0.69
H 4.88 -1.00 1.51
H 6.03 -0.07 0.53
H 3.33 0.43 -0.18
H 2.42 -1.78 -3.74
H -0.62 -0.49 -3.24
H 0.55 -1.32 -4.25
H -0.38 0.01 -4.94
H -0.21 2.10 -2.71
H 0.12 2.33 -4.46
H 1.33 2.78 -3.24
H 2.46 -0.17 -5.19
H 3.27 1.00 -4.14
H 2.08 1.54 -5.34
C -2.36 -5.49 -1.10
N -2.19 -5.40 0.35
C -1.51 -6.56 0.92
C -2.21 -4.21 0.99
S -2.13 -2.73 0.16
N -2.28 -4.30 2.35
C -3.08 -5.34 2.99
C -2.01 -3.17 3.22
H -2.72 -6.49 -1.34
H -1.42 -5.30 -1.62
H -3.09 -4.76 -1.43
H -0.75 -6.90 0.22
H -2.20 -7.39 1.10
H -1.02 -6.29 1.85
H -3.58 -5.96 2.25
H -3.86 -4.86 3.60
H -2.48 -5.97 3.64
H -1.40 -2.43 2.71
H -1.48 -3.52 4.11
H -2.94 -2.68 3.54
C -5.23 0.37 -2.88
N -3.76 0.19 -2.94
C -3.12 1.33 -3.66
C -3.14 -0.06 -1.56
C -3.12 1.15 -0.65
C -4.32 1.50 -0.02
C -4.38 2.61 0.80
C -3.23 3.34 1.01
C -2.03 2.93 0.44
C -1.90 1.81 -0.41
H -5.63 0.36 -3.90
H -5.45 1.33 -2.42
H -5.68 -0.43 -2.30
H -3.57 -0.65 -3.47
H -3.24 2.22 -3.06
H -3.60 1.45 -4.63
H -2.07 1.12 -3.79
H -2.12 -0.39 -1.74
H -3.71 -0.88 -1.14
H -5.22 0.90 -0.16
H -5.31 2.88 1.30
H -3.25 4.22 1.66
H -1.15 3.51 0.69

Its energy above the lowest of the compared OMol25 structures with the same formula, charge and spin is 16.5 kJ/mol. Its total energy is -88878.70973 eV. As for the charge: +1. The value obtained for the largest force on an atom is 0.91 eV/A. The HOMO energy is -8.079 eV. The HOMO-LUMO gap comes out at 6.21 eV.

Below is a cluster of 5 separate species, C37H71NO19P2 in total at a distorted geometry, with properties calculated with the ωB97M-V functional and the def2-TZVPD basis.

Element x y z (Å)
C -0.82 0.68 2.84
C 0.47 1.07 3.72
O 0.42 0.86 4.95
O 1.54 1.67 3.01
C 2.77 1.67 3.78
C 3.33 0.18 4.08
C 3.82 -0.48 2.70
C 3.19 -1.91 2.37
C 3.46 -3.22 3.20
P 4.55 -3.21 4.73
P 3.23 -3.90 6.37
O 2.87 -2.72 7.29
O 4.13 -5.11 7.19
O 1.81 -4.63 5.81
C 2.83 -4.61 2.80
C 1.88 -4.74 1.55
C 1.62 -3.43 0.78
C 2.23 -2.06 1.17
C 1.66 -1.01 0.12
O 1.78 0.22 0.01
N 0.80 -1.81 -0.82
C 0.72 -3.25 -0.53
O 0.15 -4.19 -1.12
H -1.45 1.65 2.77
H -1.40 -0.19 3.29
H -0.46 0.48 1.76
H 3.53 2.29 3.16
H 2.68 2.25 4.77
H 4.29 0.35 4.71
H 2.59 -0.45 4.68
H 3.53 0.22 1.84
H 4.98 -0.50 2.70
H 4.94 -1.87 5.09
H 3.90 -4.98 8.14
H 1.13 -3.97 5.56
H 3.09 -5.53 3.42
H 1.43 -5.74 1.25
H -0.15 -1.47 -0.54
C 8.49 3.14 2.41
O 7.47 3.45 1.48
C 7.40 4.84 1.19
C 6.55 5.09 -0.04
O 7.26 4.90 -1.26
C 7.49 3.54 -1.63
C 6.24 2.86 -2.19
O 5.41 2.41 -1.12
C 4.11 2.05 -1.57
H 8.32 3.68 3.35
H 8.46 2.07 2.61
H 9.47 3.39 2.00
H 8.41 5.24 1.03
H 6.95 5.34 2.06
H 6.26 6.15 -0.04
H 5.62 4.51 -0.02
H 7.93 2.97 -0.81
H 8.23 3.57 -2.43
H 6.53 1.99 -2.78
H 5.69 3.56 -2.82
H 3.60 2.93 -1.98
H 3.54 1.69 -0.72
H 4.17 1.26 -2.32
C 2.40 5.26 -9.24
O 2.56 4.05 -8.52
C 3.92 3.81 -8.17
C 4.01 2.71 -7.12
O 3.78 3.19 -5.79
C 2.41 3.46 -5.47
C 1.61 2.19 -5.22
O 1.18 1.62 -6.45
C 0.70 0.30 -6.29
H 3.00 5.23 -10.16
H 1.35 5.36 -9.50
H 2.70 6.11 -8.63
H 4.38 4.73 -7.78
H 4.45 3.50 -9.07
H 5.04 2.34 -7.11
H 3.37 1.87 -7.35
H 1.95 4.10 -6.22
H 2.44 4.03 -4.53
H 0.71 2.43 -4.63
H 2.22 1.46 -4.67
H 1.50 -0.35 -5.94
H 0.35 -0.06 -7.26
H -0.14 0.28 -5.59
C -6.04 4.98 2.25
O -5.89 3.85 1.41
C -4.52 3.51 1.21
C -4.40 2.11 0.60
O -4.50 1.07 1.57
C -5.82 0.81 2.06
C -6.67 0.03 1.07
O -7.24 0.92 0.10
C -7.78 0.23 -1.00
H -5.52 5.85 1.82
H -7.10 5.20 2.33
H -5.65 4.77 3.25
H -3.98 3.54 2.16
H -4.09 4.24 0.52
H -3.40 2.02 0.17
H -5.12 1.96 -0.21
H -6.30 1.72 2.40
H -5.67 0.18 2.94
H -7.50 -0.45 1.59
H -6.06 -0.72 0.56
H -6.98 -0.31 -1.54
H -8.22 0.96 -1.68
H -8.55 -0.47 -0.68
C -7.75 -7.50 3.59
O -7.40 -7.02 2.31
C -8.54 -6.60 1.56
C -8.10 -5.80 0.34
O -7.83 -4.43 0.65
C -6.59 -4.19 1.32
C -5.39 -4.28 0.38
O -5.00 -5.64 0.21
C -4.10 -5.80 -0.88
H -8.44 -8.34 3.52
H -6.84 -7.83 4.09
H -8.20 -6.70 4.19
H -9.19 -5.99 2.20
H -9.07 -7.50 1.23
H -8.94 -5.77 -0.36
H -7.27 -6.26 -0.18
H -6.47 -4.84 2.19
H -6.65 -3.16 1.69
H -4.54 -3.75 0.82
H -5.64 -3.84 -0.59
H -4.59 -5.52 -1.82
H -3.82 -6.85 -0.94
H -3.20 -5.20 -0.72

Its energy above the lowest of the compared OMol25 structures with the same formula, charge and spin is 610.5 kJ/mol. Its total energy is -98480.33805 eV. As for the SMILES: CC(=O)OCCCc1c(PP(=O)(O)O)ccc2c1C(=O)NC2=O.COCCOCCOC.COCCOCCOC.COCCOCCOC.COCCOCCOC. The value obtained for the largest force on an atom is 4.57 eV/A. The HOMO energy is -8.899 eV. The HOMO-LUMO gap comes out at 7.48 eV.

Below is an isolated molecule of C18H25NO4, with properties calculated with the ωB97M-V functional and the def2-TZVPD basis.

Element x y z (Å)
C 2.27 7.57 1.25
C 2.09 6.74 -0.01
H 1.04 6.73 -0.32
H 2.72 7.10 -0.82
O 2.51 5.38 0.20
C 1.63 4.55 0.76
O 0.52 4.86 1.09
C 2.21 3.15 0.86
C 1.59 2.41 2.05
H 0.59 2.81 2.22
H 2.18 2.59 2.95
C 1.50 0.91 1.81
N 0.68 0.62 0.66
C 0.19 -0.61 0.36
O -0.43 -0.80 -0.68
C 0.46 -1.71 1.37
C -0.12 -3.05 0.91
C -1.65 -3.06 1.01
H -1.96 -2.97 2.05
O -2.20 -4.30 0.59
C -2.30 -4.57 -0.75
C -2.81 -5.83 -1.06
C -2.97 -6.21 -2.37
C -2.63 -5.35 -3.40
C -2.13 -4.10 -3.09
C -1.96 -3.70 -1.78
H -1.56 -2.71 -1.58
H -1.87 -3.41 -3.88
H -2.76 -5.65 -4.43
H -3.37 -7.19 -2.59
H -3.07 -6.49 -0.24
H -2.07 -2.23 0.43
H 0.18 -3.23 -0.12
H 0.28 -3.85 1.54
H 0.02 -1.43 2.33
H 1.54 -1.80 1.51
C 0.55 1.68 -0.32
C 1.88 2.41 -0.46
H 1.84 3.11 -1.29
H 2.67 1.68 -0.67
H 0.25 1.22 -1.26
H -0.23 2.39 -0.01
H 2.51 0.49 1.67
H 1.07 0.44 2.70
H 3.30 3.24 0.96
H 1.62 7.19 2.04
H 2.00 8.60 1.04
H 3.30 7.53 1.59

Its energy above the lowest of the compared OMol25 structures with the same formula, charge and spin is 106.3 kJ/mol. Its total energy is -28752.63869 eV. As for the SMILES: CCOC(=O)C1CCN(C(=O)CCCOc2ccccc2)CC1. The value obtained for the largest force on an atom is 0.54 eV/A. The HOMO energy is -8.098 eV. The HOMO-LUMO gap comes out at 8.70 eV.

Below is the ion C4H7N2 with charge +1 at a distorted geometry, with properties calculated with the ωB97M-V functional and the def2-TZVPD basis.

Element x y z (Å)
C -0.60 -1.13 -0.01
C -1.55 -0.02 -0.05
C -0.30 0.97 -0.13
C 1.95 -0.36 0.03
N -2.76 0.03 0.03
N 0.56 -0.19 0.00
H -0.71 -2.13 0.22
H 0.04 1.53 -1.07
H -0.34 1.63 0.84
H 2.03 -1.35 -0.39
H 2.39 -0.40 1.07
H 2.49 0.42 -0.36
H -3.19 1.00 -0.18

Its energy above the lowest of the compared OMol25 structures with the same formula, charge and spin is 462.6 kJ/mol. Its total energy is -7230.94348 eV. As for the SMILES: [H]/N=C1/C=[N+](C)C1. As for the charge: +1. The value obtained for the largest force on an atom is 8.61 eV/A. The HOMO energy is -15.178 eV. The HOMO-LUMO gap comes out at 8.49 eV.

Below is a cluster of 2 separate species, C5H10O in total at a distorted geometry, with properties calculated with the ωB97M-V functional and the def2-TZVPD basis.

Element x y z (Å)
C 2.30 0.09 0.32
O 1.23 -0.80 0.60
C 0.15 -0.43 -0.12
C -0.52 0.95 -0.15
C -1.89 0.30 0.14
C -1.22 -1.10 0.15
H 2.17 1.03 0.87
H 2.29 0.28 -0.77
H 3.21 -0.41 0.63
H 0.54 -0.42 -1.59
H -0.16 1.84 0.38
H -0.34 1.03 -1.21
H -2.63 0.44 -0.66
H -2.36 0.60 1.09
H -1.39 -1.71 1.05
H -1.39 -1.70 -0.73

Its energy above the lowest of the compared OMol25 structures with the same formula, charge and spin is 345.2 kJ/mol. Its total energy is -7391.18790 eV. The value obtained for the largest force on an atom is 3.79 eV/A. The HOMO energy is -9.045 eV. The HOMO-LUMO gap comes out at 10.16 eV.

Below is a cluster of 2 separate species, CH5BrN3 in total at a distorted geometry, with properties calculated with the ωB97M-V functional and the def2-TZVPD basis.

Element x y z (Å)
C -0.24 0.31 0.00
N 0.95 0.85 -0.09
N -1.41 0.77 0.05
N -0.02 -1.72 0.02
Br -3.10 -0.07 0.00
H 0.89 1.96 -0.11
H 1.86 0.36 -0.10
H -1.60 1.73 0.25
H 0.95 -1.81 0.22
H -0.08 -2.15 -0.95

Its total energy is -75617.07251 eV. As for the charge: +1. The value obtained for the largest force on an atom is 6.57 eV/A. As for the expectation value of S²: 2.022. The HOMO energy (spin up / spin down) is -12.132 / -14.561 eV. Its spin multiplicity is 3. The HOMO-LUMO gap (spin up / spin down) comes out at 7.64 / 6.09 eV.

Below is a cluster of 5 separate species, CH12O4S2 in total at a distorted geometry, with properties calculated with the ωB97M-V functional and the def2-TZVPD basis.

Element x y z (Å)
C 2.20 -2.29 0.48
S 0.77 -2.59 1.55
S 1.25 -1.12 3.02
H 2.35 -3.13 -0.14
H 3.06 -2.25 1.23
H 2.09 -1.34 -0.06
H 0.03 -1.17 3.47
H -0.88 -1.17 0.18
H -1.60 -0.38 -0.83
O -0.93 -0.23 -0.17
H -0.03 1.02 -3.57
H -1.37 1.78 -3.51
O -0.99 0.81 -3.52
H 0.15 2.72 -1.27
H -0.01 3.89 -2.25
O -0.34 3.58 -1.31
H -1.58 0.27 1.59
H -2.31 1.22 2.60
O -1.86 0.37 2.50

Its energy above the lowest of the compared OMol25 structures with the same formula, charge and spin is 128.0 kJ/mol. Its total energy is -31091.51459 eV. As for the SMILES: CSS.O.O.O.O. The value obtained for the largest force on an atom is 3.68 eV/A. The HOMO energy is -8.288 eV. The HOMO-LUMO gap comes out at 8.46 eV.